The molecule C29H31N3O3 in a non-equilibrium geometry. Source: the Open Molecules 2025 dataset; level of theory: ωB97M-V/def2-TZVPD.

Computed properties:
Energy above the lowest of the compared OMol25 structures with the same formula, charge and spin, kcal per mole: 0.8
Total energy, hartree: -1513.7261
HOMO, hartree: -0.291
M, g/mol: 469.6
LUMO energy, eV: 0.7
Gap between HOMO and LUMO, hartree: 0.31819
Maximum force, eV/A: 1.15

```
66
Properties=species:S:1:pos:R:3:forces:R:3
C 2.6030 4.6127 -2.4438 -0.24 -0.32 0.09
C 2.9447 3.1977 -2.1423 0.89 0.31 -0.03
C 4.1402 2.5655 -1.9785 -0.48 0.34 -0.07
C 3.8394 1.2080 -1.7088 -0.74 -0.23 -0.04
C 2.4793 1.1125 -1.7186 1.05 -0.47 -0.13
C 1.6024 -0.0849 -1.5222 -0.20 0.36 -0.17
C 0.0900 0.2344 -1.6028 0.52 0.07 0.12
O -0.6258 -0.4035 -2.3517 -0.27 -0.30 -0.35
N -0.3068 1.2030 -0.7752 -0.08 0.24 0.34
C -1.6887 1.6227 -0.6059 -0.21 -0.39 -0.35
C -2.5572 0.4681 -0.1008 -0.06 0.23 0.25
C -3.9892 0.9409 0.1197 0.02 -0.22 -0.22
C -4.5673 1.5039 -1.1750 -0.04 0.25 0.24
C -3.7004 2.6484 -1.6918 0.00 -0.21 -0.19
C -2.2660 2.1777 -1.9100 -0.03 0.26 0.21
N 1.9113 -0.7724 -0.2573 -0.01 0.02 -0.41
C 1.9639 -0.0631 0.8968 0.19 0.02 0.29
O 1.8828 1.1559 0.9039 0.07 0.06 0.18
C 1.9974 -0.8331 2.2083 -0.22 0.23 0.08
C 0.6734 -0.5776 2.8597 0.15 0.16 0.31
C 0.3622 0.4441 3.7082 0.33 -0.21 -0.14
N -0.9654 0.3951 4.0357 -0.17 0.30 0.24
C -1.5438 -0.6597 3.3911 0.02 -0.45 -0.36
C -2.8583 -1.1094 3.3935 -0.08 0.02 0.04
C -3.1567 -2.2105 2.6205 -0.11 0.09 0.08
C -2.1728 -2.8570 1.8670 0.05 -0.17 -0.15
C -0.8673 -2.4209 1.8643 -0.03 0.02 0.03
C -0.5363 -1.3024 2.6292 -0.32 0.19 0.30
C 2.1439 -2.1642 -0.3587 0.14 -0.54 0.03
C 1.2023 -2.9795 -0.9787 0.08 0.09 0.05
C 1.4444 -4.3362 -1.1035 0.03 -0.03 -0.02
C 2.6194 -4.8857 -0.6183 0.01 -0.08 0.00
C 3.5648 -4.0709 -0.0177 0.03 -0.04 0.05
C 3.3351 -2.7126 0.1063 -0.10 0.06 -0.13
O 1.9328 2.3157 -1.9882 -0.25 0.10 -0.08
H 1.9720 4.6694 -3.3298 -0.02 0.09 -0.07
H 3.5122 5.1810 -2.6142 0.04 0.03 -0.01
H 2.0562 5.0562 -1.6123 -0.02 0.11 0.02
H 5.1142 3.0061 -2.0412 0.17 0.19 -0.04
H 4.5362 0.4151 -1.5263 0.10 -0.23 0.05
H 1.8089 -0.8084 -2.3208 -0.17 0.21 0.22
H 0.3985 1.6170 -0.1759 -0.06 -0.10 -0.13
H -1.6765 2.4179 0.1481 0.01 -0.04 -0.04
H -2.1391 0.0743 0.8271 0.04 -0.05 0.00
H -2.5427 -0.3290 -0.8445 0.04 -0.05 0.00
H -4.5975 0.1063 0.4732 -0.03 0.02 0.09
H -4.0026 1.7147 0.8920 -0.06 0.04 0.10
H -4.6016 0.7124 -1.9259 -0.06 -0.06 -0.07
H -5.5878 1.8556 -1.0078 -0.05 -0.05 -0.06
H -4.1081 3.0300 -2.6300 -0.01 0.10 0.02
H -3.7093 3.4663 -0.9663 -0.05 0.09 0.02
H -2.2434 1.3887 -2.6618 0.04 0.00 -0.04
H -1.6425 3.0025 -2.2617 0.05 -0.01 -0.04
H 2.1470 -1.9002 2.0657 0.05 0.08 0.11
H 2.7963 -0.4210 2.8264 0.06 -0.06 -0.10
H 1.0006 1.2101 4.1034 0.11 0.15 0.05
H -1.4379 1.0351 4.6505 0.06 -0.08 -0.07
H -3.6169 -0.6094 3.9777 -0.11 0.03 0.05
H -4.1694 -2.5845 2.5951 -0.09 -0.02 0.01
H -2.4489 -3.7172 1.2756 -0.02 -0.08 -0.06
H -0.1157 -2.9315 1.2808 0.06 -0.06 -0.05
H 0.2893 -2.5481 -1.3607 -0.12 0.09 -0.04
H 0.7085 -4.9659 -1.5801 -0.07 -0.05 -0.05
H 2.8027 -5.9450 -0.7152 0.02 -0.09 -0.01
H 4.4898 -4.4916 0.3475 0.07 -0.03 0.03
H 4.0768 -2.0693 0.5569 0.07 0.07 0.04
```
Forces are in eV/Å.

These are the natural (NBO) partial charges, in e, on atoms 1 to 6: C -0.6492; C 0.2866; C -0.3144; C -0.2969; C 0.2884; C -0.1689



A structure of composition C29H31N8O6PRbS2. Source: the Open Molecules 2025 dataset; level of theory: ωB97M-V/def2-TZVPD.

Computed properties:
Energy above the lowest of the compared OMol25 structures with the same formula, charge and spin, kcal per mole: 0.4
Total energy, hartree: -3175.1029
HOMO, hartree: -0.180
M, g/mol: 768.2
LUMO energy, eV: 1.4
Net charge: -1
Gap between HOMO and LUMO, hartree: 0.23126
Maximum force, eV/A: 0.41

```
78
Properties=species:S:1:pos:R:3:forces:R:3
Rb -0.5434 2.1652 -0.2938 -0.34 0.20 -0.11
O 1.8446 0.7809 -4.3607 0.00 0.03 0.01
C 2.9006 0.0935 -3.8940 0.01 0.03 -0.02
C 3.5551 -0.7852 -4.7607 0.01 -0.03 0.01
C 4.6374 -1.5202 -4.3179 -0.01 -0.01 0.02
C 5.0890 -1.3925 -3.0063 0.01 0.00 -0.02
C 4.4428 -0.5184 -2.1502 -0.02 0.00 0.02
C 3.3457 0.2347 -2.5675 -0.02 -0.01 -0.01
C 2.6055 1.1399 -1.6271 0.06 -0.05 -0.09
O 1.6306 1.8022 -2.0856 0.06 -0.03 -0.09
N 3.0477 1.1208 -0.3721 0.06 0.02 0.09
N 2.2739 1.8804 0.4452 0.08 -0.09 -0.05
C 2.6748 1.9835 1.6517 0.01 0.00 0.02
C 1.8739 2.7098 2.6429 0.00 0.03 0.07
C 2.2965 2.7471 3.9758 0.00 0.02 0.03
C 1.5119 3.3919 4.9157 0.04 -0.03 0.01
C 0.3206 3.9750 4.5115 -0.03 0.02 -0.02
C -0.0209 3.8928 3.1662 -0.04 0.00 -0.01
N 0.7309 3.2889 2.2550 0.07 -0.03 0.00
H 1.5556 1.3458 -3.5757 -0.03 0.00 0.01
H 3.1936 -0.8731 -5.7769 -0.02 0.00 -0.01
H 5.1343 -2.1988 -5.0012 0.00 0.00 0.00
H 5.9391 -1.9670 -2.6613 0.00 0.00 0.00
H 4.7668 -0.3974 -1.1256 0.00 0.00 0.00
H 3.6030 1.5087 1.9780 0.01 0.00 0.01
H 3.2290 2.2720 4.2545 0.00 0.01 0.00
H 1.8254 3.4389 5.9521 0.00 0.00 0.00
H -0.3276 4.4877 5.2096 0.00 0.00 0.00
H -0.9507 4.3173 2.7996 -0.01 0.00 0.00
C -1.5964 -0.1779 5.6297 -0.01 -0.01 0.00
N -0.8352 -0.7960 4.4686 -0.01 0.01 -0.01
C -1.7062 -1.8925 3.8700 0.00 0.00 0.00
N -2.9687 -1.3907 3.4799 0.00 0.01 0.01
C -3.6423 -0.7731 4.6146 0.00 0.00 -0.01
N -2.8665 0.3031 5.2270 0.01 0.01 0.00
C -2.7992 1.4956 4.3521 0.02 -0.04 0.00
P -2.1515 1.1885 2.6282 -0.06 0.01 -0.05
C -0.5652 0.2632 3.4279 0.03 -0.03 0.03
C -2.9142 -0.4862 2.3085 0.02 -0.01 0.00
H -0.9754 0.6314 6.0144 0.00 0.00 0.00
H -1.7024 -0.9667 6.3805 0.00 0.00 0.00
H 0.0260 -1.2141 4.8231 0.00 -0.01 0.00
H -1.8119 -2.6553 4.6476 0.00 0.00 0.00
H -1.1616 -2.2930 3.0153 0.00 0.00 0.00
H -3.8292 -1.5409 5.3731 0.00 0.00 0.00
H -4.5919 -0.3646 4.2735 0.00 0.00 0.00
H -2.1564 2.2333 4.8413 -0.01 0.01 0.01
H -3.7982 1.9159 4.2676 0.00 0.00 0.00
H 0.0821 1.0047 3.9025 0.01 0.00 0.01
H -0.0062 -0.2190 2.6206 0.00 0.00 0.00
H -2.3381 -0.9755 1.5198 -0.01 0.00 0.01
H -3.9215 -0.3367 1.9327 0.00 0.00 0.00
S -0.6528 -3.8454 -4.2859 0.00 0.00 0.03
C -0.5404 -2.6499 -2.9719 -0.01 -0.02 -0.07
C -1.6851 -2.0316 -2.4958 0.00 0.04 0.03
C -1.5695 -1.1320 -1.4414 -0.03 0.04 0.03
N -0.4008 -0.8484 -0.8605 0.01 -0.12 -0.03
C 0.6944 -1.4456 -1.3346 -0.03 0.05 0.08
C 0.6809 -2.3489 -2.3862 0.03 0.00 0.01
C -0.2456 -2.8939 -5.7151 0.01 0.01 -0.01
C 0.0920 -1.5504 -5.7065 0.00 0.00 -0.06
C 0.3934 -0.9417 -6.9188 0.06 0.03 0.05
N 0.3824 -1.5579 -8.0971 -0.02 -0.06 -0.01
C 0.0542 -2.8516 -8.0842 0.01 0.09 -0.04
C -0.2631 -3.5578 -6.9415 -0.01 -0.05 0.03
H -2.6501 -2.2318 -2.9403 -0.01 0.00 0.00
H -2.4353 -0.5968 -1.0566 0.01 -0.01 0.00
H 1.6293 -1.1751 -0.8552 0.00 -0.03 0.00
H 1.6009 -2.7907 -2.7466 0.01 0.00 0.01
H 0.1506 -0.9648 -4.8014 0.00 -0.01 0.03
H 0.6767 0.1050 -6.9163 -0.01 0.00 -0.01
H 0.0447 -3.3509 -9.0475 0.00 -0.01 0.00
H -0.5196 -4.6082 -7.0026 0.00 0.01 0.00
O -3.0069 3.4502 0.2745 -0.08 -0.07 0.07
S -3.9024 2.3016 0.5070 0.09 0.19 0.09
O -5.2684 2.5312 0.0865 -0.01 -0.02 -0.01
O -3.3000 1.0821 -0.0943 0.05 -0.09 -0.12
O -3.9154 2.0256 2.0323 0.01 -0.01 0.00
```
Forces are in eV/Å.

These are the Löwdin partial charges, in e, on atoms 1 to 6: Rb 0.8808; O 0.0337; C -0.2798; C -0.0224; C -0.0992; C -0.1093